{
  "formula": "C20H20N2O5",
  "method": "ωB97M-V/def2-TZVPD",
  "homo_lumo_gap_ha": 0.3056,
  "molar_mass_g_mol": 368.389,
  "de_lowest_kj_mol": 111.65,
  "smiles": "CCOC(=O)c1ccc2ncc(C(=O)OCC)c(NCc3ccco3)c2c1",
  "homo_ha": -0.3040,
  "charge": 0,
  "total_energy_ev": -34282.7856,
  "symbols": ["C", "C", "O", "C", "O", "C", "C", "C", "C", "N", "C", "C", "C", "O", "O", "C", "C", "C", "N", "C", "C", "C", "C", "C", "O", "C", "C", "H", "H", "H", "H", "H", "H", "H", "H", "H", "H", "H", "H", "H", "H", "H", "H", "H", "H", "H", "H"],
  "xyz": [[-5.20, -0.98, -1.25], [-4.96, -0.48, 0.17], [-3.69, 0.17, 0.27], [-3.66, 1.50, 0.05], [-4.65, 2.15, -0.16], [-2.29, 2.05, 0.12], [-2.15, 3.45, 0.18], [-0.90, 4.01, 0.15], [0.25, 3.20, 0.09], [1.44, 3.82, -0.05], [2.49, 3.08, -0.23], [2.52, 1.67, -0.15], [3.85, 1.07, -0.33], [4.88, 1.70, -0.34], [3.82, -0.28, -0.53], [5.08, -0.92, -0.73], [5.76, -1.25, 0.59], [1.32, 0.99, 0.15], [1.32, -0.32, 0.44], [0.44, -1.05, 1.33], [-0.25, -2.18, 0.62], [-1.56, -2.43, 0.34], [-1.58, -3.67, -0.35], [-0.28, -4.07, -0.44], [0.53, -3.18, 0.15], [0.12, 1.79, 0.14], [-1.17, 1.24, 0.09], [-4.39, -1.64, -1.56], [-6.14, -1.51, -1.29], [-5.24, -0.13, -1.94], [-5.74, 0.23, 0.46], [-4.92, -1.31, 0.88], [-3.04, 4.05, 0.21], [-0.76, 5.08, 0.13], [3.43, 3.59, -0.40], [4.85, -1.82, -1.30], [5.72, -0.26, -1.33], [6.69, -1.77, 0.40], [5.98, -0.33, 1.13], [5.12, -1.88, 1.20], [2.20, -0.79, 0.26], [-0.31, -0.38, 1.77], [1.05, -1.47, 2.14], [-2.40, -1.82, 0.60], [-2.44, -4.18, -0.73], [0.17, -4.93, -0.89], [-1.30, 0.18, -0.04]],
  "lowdin_charge": [-0.0531, -0.2178, -0.0364, -0.4417, 0.1172, -0.1103, 0.0024, 0.0068, -0.2177, 0.1055, -0.0715, -0.0379, -0.4348, 0.1077, -0.0419, -0.2092, -0.0581, -0.1156, 0.0857, -0.0874, -0.2625, -0.0201, -0.0542, -0.1177, 0.0501, -0.0555, 0.0516, 0.0705, 0.0785, 0.0809, 0.1202, 0.1209, 0.1205, 0.1149, 0.1248, 0.1250, 0.1227, 0.0783, 0.0772, 0.0756, 0.1233, 0.1312, 0.1380, 0.0913, 0.1006, 0.1197, 0.1020]
}